Formula: C7H28N13O10
Source: the OMol25 dataset
Level of theory: ωB97M-V/def2-TZVPD

Positions of all 58 atoms, in Å:
N: -0.83 -0.22 0.47
O: -2.00 -0.22 0.88
O: -0.50 -1.01 -0.44
O: 0.02 0.57 0.94
C: -2.87 0.62 3.70
O: -4.04 0.63 2.90
H: -3.18 -0.10 4.46
H: -1.99 0.16 3.25
H: -2.55 1.66 3.81
H: -3.72 0.69 1.99
C: 1.01 -2.67 -3.70
O: 1.81 -3.16 -4.49
N: 1.27 -1.87 -2.63
N: -0.32 -2.84 -3.86
H: 0.71 -1.75 -1.81
H: 2.16 -1.39 -2.67
H: -0.60 -3.37 -4.67
H: -0.93 -2.59 -3.11
C: 0.16 4.11 -1.36
O: -0.32 4.82 -2.23
N: -0.53 3.58 -0.32
N: 1.38 3.52 -1.47
H: -1.48 3.91 -0.45
H: -0.40 2.66 0.07
H: 1.77 2.87 -0.82
H: 1.89 3.66 -2.33
C: -1.21 -3.87 2.37
O: -1.24 -4.77 3.20
N: -0.11 -3.59 1.64
N: -2.25 -3.02 2.17
H: 0.76 -4.08 1.71
H: 0.00 -2.95 0.86
H: -2.90 -3.14 2.93
H: -2.11 -2.08 1.83
C: -3.61 -2.12 -3.57
O: -3.21 -3.27 -3.69
N: -4.32 -1.41 -4.51
N: -3.06 -1.24 -2.68
H: -4.86 -0.68 -4.08
H: -4.58 -1.73 -5.42
H: -2.49 -1.64 -1.95
H: -3.13 -0.25 -2.81
C: 3.21 3.21 2.56
O: 4.09 2.68 1.86
N: 3.42 4.12 3.54
N: 1.93 2.85 2.40
H: 2.58 4.27 4.06
H: 4.30 4.05 4.03
H: 1.20 3.09 3.04
H: 1.68 2.18 1.68
C: 3.68 -0.30 -0.05
O: 3.48 -0.88 -1.10
N: 2.78 0.00 0.92
N: 4.88 0.36 0.21
H: 3.07 0.69 1.58
H: 1.81 -0.25 0.75
H: 5.57 0.46 -0.51
H: 4.75 1.03 0.95

The HOMO energy is -6.392 eV. For the total energy, the calculation gives -47564.1263 eV. Its net charge is -1. As for the frontier orbital gap: 8.4 eV. For the energy relative to the best compared isomer or geometry (same formula, charge and spin), the calculation gives 188.3 kJ/mol.



Formula: C7H28N14O7
Source: the OMol25 dataset
Level of theory: ωB97M-V/def2-TZVPD

Positions of all 56 atoms, in Å:
N: 4.57 4.91 1.12
C: 3.46 4.21 1.19
N: 3.42 3.28 2.14
O: 2.57 4.40 0.37
H: 4.70 5.57 0.37
H: 5.26 4.72 1.83
H: 4.08 3.18 2.89
H: 2.60 2.69 2.07
N: 0.11 6.32 -3.14
C: 0.46 6.34 -4.40
N: 0.11 7.47 -5.03
O: 1.01 5.40 -4.95
H: -0.11 7.12 -2.57
H: 0.57 5.53 -2.70
H: 0.01 8.28 -4.43
H: 0.31 7.57 -6.01
N: -0.25 -1.51 6.16
C: 0.89 -1.51 6.76
N: 1.58 -2.61 6.53
O: 1.28 -0.57 7.48
H: -0.72 -0.61 6.18
H: -0.29 -2.12 5.35
H: 1.13 -3.38 6.06
H: 2.44 -2.74 7.04
N: -1.46 -0.80 1.03
C: -0.65 0.26 1.00
N: -1.08 1.16 0.11
O: 0.31 0.39 1.72
H: -1.17 -1.68 1.43
H: -2.10 -0.76 0.25
H: -0.42 1.92 0.11
H: -2.08 1.34 0.14
N: -4.49 -2.38 -2.94
C: -5.08 -1.92 -1.84
N: -5.37 -0.59 -1.94
O: -5.41 -2.69 -0.99
H: -4.58 -3.38 -2.98
H: -4.40 -1.76 -3.74
H: -6.14 -0.31 -1.35
H: -5.25 -0.15 -2.85
N: -2.92 -8.13 -0.26
C: -3.80 -7.21 0.09
N: -3.13 -6.09 -0.08
O: -4.86 -7.51 0.54
H: -2.12 -7.80 -0.79
H: -3.06 -9.10 -0.01
H: -2.22 -5.87 -0.45
H: -3.68 -5.26 0.07
N: 3.61 -0.31 -1.46
C: 4.86 -0.44 -1.62
N: 5.13 -0.62 -2.92
O: 5.74 -0.30 -0.80
H: 3.06 -0.51 -2.29
H: 3.17 -0.15 -0.57
H: 6.03 -0.55 -3.37
H: 4.34 -0.74 -3.54

The HOMO energy is -9.612 eV. For the total energy, the calculation gives -42911.0181 eV. As for the structure (SMILES): NC(N)=O.NC(N)=O.NC(N)=O.NC(N)=O.NC(N)=O.NC(N)=O.NC(N)=O. As for the frontier orbital gap: 9.6 eV. For the energy relative to the best compared isomer or geometry (same formula, charge and spin), the calculation gives 404.0 kJ/mol.



Formula: C7H28N14O7
Source: the OMol25 dataset
Level of theory: ωB97M-V/def2-TZVPD

Positions of all 56 atoms, in Å:
N: 1.30 -3.33 -1.97
C: 1.73 -4.60 -2.16
N: 2.68 -4.73 -3.13
O: 1.36 -5.57 -1.48
H: 1.87 -2.54 -2.26
H: 0.55 -3.25 -1.31
H: 3.03 -3.87 -3.51
H: 2.97 -5.67 -3.32
N: 2.88 -3.09 4.98
C: 3.41 -2.71 3.78
N: 3.93 -3.72 3.06
O: 3.38 -1.55 3.36
H: 3.07 -4.04 5.25
H: 2.47 -2.41 5.59
H: 4.46 -3.53 2.22
H: 4.03 -4.65 3.43
N: 7.53 -5.26 2.80
C: 7.24 -5.22 1.46
N: 8.26 -4.69 0.73
O: 6.26 -5.73 0.91
H: 8.47 -5.23 3.15
H: 6.83 -5.50 3.48
H: 8.24 -4.81 -0.27
H: 8.99 -4.22 1.23
N: 4.30 0.70 -3.05
C: 3.73 -0.50 -3.44
N: 4.12 -0.85 -4.70
O: 3.16 -1.30 -2.70
H: 4.55 1.35 -3.77
H: 4.00 1.02 -2.14
H: 4.78 -0.31 -5.23
H: 3.84 -1.73 -5.10
N: 9.62 -4.11 -4.95
C: 10.47 -3.17 -4.43
N: 11.70 -3.72 -4.17
O: 10.22 -1.99 -4.23
H: 9.87 -5.08 -5.05
H: 8.72 -3.71 -5.09
H: 11.96 -4.67 -4.34
H: 12.37 -3.12 -3.71
N: 5.94 -2.84 -3.23
C: 6.33 -3.38 -2.03
N: 5.39 -3.34 -1.07
O: 7.42 -3.95 -1.94
H: 5.25 -2.11 -3.28
H: 6.59 -2.95 -3.98
H: 5.51 -3.91 -0.25
H: 4.51 -2.89 -1.25
N: 6.73 -9.41 -2.30
C: 7.53 -8.43 -2.80
N: 7.39 -7.23 -2.19
O: 8.24 -8.61 -3.80
H: 6.93 -10.37 -2.53
H: 6.08 -9.19 -1.57
H: 7.75 -6.36 -2.54
H: 6.86 -7.08 -1.34

The HOMO energy is -9.246 eV. For the total energy, the calculation gives -42914.2506 eV. As for the structure (SMILES): NC(N)=O.NC(N)=O.NC(N)=O.NC(N)=O.NC(N)=O.NC(N)=O.NC(N)=O. As for the frontier orbital gap: 9.4 eV. For the energy relative to the best compared isomer or geometry (same formula, charge and spin), the calculation gives 92.1 kJ/mol.



Formula: C7H28N14O7
Source: the OMol25 dataset
Level of theory: ωB97M-V/def2-TZVPD

Positions of all 56 atoms, in Å:
N: -4.18 -0.43 1.23
C: -4.46 -1.30 2.23
N: -5.56 -1.00 2.93
O: -3.66 -2.25 2.38
H: -3.40 -0.81 0.73
H: -4.54 0.47 0.97
H: -6.16 -0.24 2.69
H: -5.60 -1.48 3.82
N: -0.66 -1.35 2.14
C: -0.06 -2.46 1.66
N: -0.98 -3.33 1.28
O: 1.17 -2.62 1.53
H: -0.05 -0.58 2.34
H: -1.66 -1.23 2.22
H: -0.63 -4.19 0.89
H: -1.94 -3.01 1.35
N: 0.16 -0.07 -0.76
C: -0.55 1.01 -0.84
N: 0.21 2.09 -0.99
O: -1.79 1.05 -0.80
H: 1.13 -0.10 -1.02
H: -0.34 -0.94 -0.64
H: -0.29 2.94 -1.21
H: 1.20 2.18 -0.84
N: -3.88 -3.61 -1.24
C: -3.72 -2.44 -1.86
N: -2.59 -1.79 -1.52
O: -4.59 -1.78 -2.43
H: -3.11 -4.13 -0.86
H: -4.74 -4.10 -1.39
H: -2.37 -1.06 -2.19
H: -1.84 -2.28 -1.06
N: 1.94 5.26 -2.07
C: 1.01 6.25 -2.23
N: 1.52 7.46 -1.95
O: -0.06 6.04 -2.78
H: 2.84 5.69 -1.97
H: 1.74 4.28 -2.16
H: 0.97 8.29 -1.89
H: 2.52 7.56 -2.04
N: 3.36 -1.77 -0.31
C: 4.06 -2.87 -0.29
N: 3.61 -3.70 0.67
O: 5.08 -3.00 -0.96
H: 3.83 -1.11 -0.91
H: 2.42 -1.80 0.06
H: 2.71 -3.40 1.04
H: 4.07 -4.60 0.69
N: 2.41 1.04 1.02
C: 3.38 1.71 0.41
N: 4.59 1.37 0.90
O: 3.31 2.30 -0.66
H: 2.63 0.28 1.64
H: 1.44 1.10 0.76
H: 4.63 0.71 1.67
H: 5.48 1.75 0.64

The HOMO energy is -9.418 eV. For the total energy, the calculation gives -42912.9882 eV. As for the structure (SMILES): NC(N)=O.NC(N)=O.NC(N)=O.NC(N)=O.NC(N)=O.NC(N)=O.NC(N)=O. As for the frontier orbital gap: 9.7 eV. For the energy relative to the best compared isomer or geometry (same formula, charge and spin), the calculation gives 213.9 kJ/mol.



Q: Look up the HOMO of the first one.
A: -6.392 eV



Q: Which value of HOMO does entry 3 give?
A: -9.246 eV



Q: Number 3 is which compound?
A: C7H28N14O7